[1]
# C40H111N8O10

A cluster of 10 separate species, C40H111N8O10 in total in a non-equilibrium geometry (ωB97M-V/def2-TZVPD, the OMol25 dataset).

```
! wB97M-V def2-TZVPD RIJCOSX def2/J DEFGRID3
* xyz 7 1
C 4.44265 11.55530 11.78778
C 5.84250 11.07429 11.90986
C 6.16048 10.04552 13.02548
O 5.46943 8.85651 12.60878
C 5.39480 7.82320 13.58776
N 6.20108 10.27300 10.66203
H 7.16643 10.17007 10.49577
H 5.72921 9.35216 10.83124
H 5.71034 10.71064 9.85999
H 4.33314 12.07851 10.84930
H 3.97597 12.29759 12.44351
H 3.72843 10.69867 11.81650
H 6.64355 11.78564 11.91142
H 5.96628 10.53358 14.00635
H 7.21058 9.82804 13.01602
H 4.84980 8.23072 14.55326
H 6.39211 7.58369 13.91887
H 4.91293 6.93463 13.12647
C 3.51050 4.13962 29.20742
C 3.62678 5.40460 29.92601
C 20.57302 -4.87159 22.93040
O 21.72990 -4.41894 23.19184
C 22.00348 -3.18418 23.82689
N 2.75161 6.28684 29.68314
H 3.41129 7.45612 23.90173
H 2.71926 7.23050 30.10267
H 1.86559 5.97658 29.22071
H 4.25720 4.30306 28.41025
H 2.54994 3.95889 28.69674
H 3.79327 3.35252 29.87038
H 4.51421 5.76125 30.43772
H 20.57695 -5.85871 22.35599
H 19.66630 -4.40997 23.28411
H 22.70765 -3.31888 24.66767
H 21.04445 -2.71308 24.12163
H 22.38248 -2.45472 23.11747
C 19.03172 16.07313 16.23316
N 19.78900 16.35614 14.98428
C 21.24982 15.82980 15.37563
C 19.30560 15.67208 13.82655
C 20.07703 17.83203 14.68036
C 18.87392 18.68705 13.98338
O 17.64651 18.65800 14.68067
H 19.20322 16.73392 17.09527
H 19.16801 15.04995 16.50677
H 17.98914 16.14555 16.21375
H 21.27668 14.76773 15.37917
H 21.38807 16.31248 16.35175
H 22.00996 16.28538 14.69566
H 20.01719 15.87642 13.01426
H 18.25152 15.78883 13.62510
H 19.35485 14.52209 13.90464
H 20.74026 17.87151 13.84576
H 20.49930 18.35786 15.51427
H 18.69405 18.16616 13.13317
H 19.16893 19.72620 13.85274
H 17.28329 19.58199 14.80442
C 4.13823 14.50690 33.68745
N 5.55707 14.37856 33.26720
C 6.44088 14.91869 34.34751
C 5.77759 12.87924 33.11606
C 5.92971 15.14459 31.93929
C 4.70702 15.24050 31.05983
O 4.40511 13.92043 30.50722
H 3.45987 14.20858 32.89007
H 3.95144 15.49918 34.05986
H 4.07172 13.94316 34.58583
H 6.28691 15.95732 34.53687
H 7.50013 14.83965 34.04343
H 6.18299 14.31728 35.30225
H 4.94093 12.49965 32.48015
H 5.70576 12.48837 34.15186
H 6.83739 12.75501 32.75009
H 6.77266 14.64962 31.49853
H 6.28319 16.16168 32.31841
H 4.93592 15.96077 30.27450
H 3.95654 15.72828 31.69306
H 3.68430 13.99994 29.85128
C 6.52026 20.09687 18.13580
N 7.84265 19.81479 17.40567
C 7.94873 18.31840 17.34586
C 7.64444 20.39515 16.06275
C 9.08638 20.35201 18.07043
C 8.98925 20.44858 19.60243
O 8.93897 19.13702 20.19519
H 5.76297 19.73018 17.44938
H 6.41309 21.19938 18.29278
H 6.49436 19.51251 19.02241
H 6.99702 17.83261 17.16310
H 8.36349 18.03916 18.30049
H 8.64897 18.15054 16.52932
H 8.51286 20.28094 15.37945
H 7.45135 21.49169 16.28323
H 6.75729 19.88735 15.61011
H 9.21419 21.33906 17.62148
H 9.94549 19.76114 17.76816
H 8.11646 21.10152 19.89476
H 9.85777 21.03660 19.98870
H 8.87125 19.19606 21.15814
C 15.25486 5.37886 19.24542
N 16.40532 4.70525 19.66076
C 17.05956 4.07035 18.49310
C 17.36823 5.78552 20.27662
C 15.97479 3.65054 20.61117
C 15.57933 4.35734 22.12103
O 16.75413 4.58018 22.81892
H 14.64668 5.93126 19.91484
H 14.52132 4.74103 18.74049
H 15.51682 6.07811 18.46831
H 16.36332 3.52029 17.80893
H 17.78229 3.34086 18.87034
H 17.48768 4.89433 17.85434
H 18.32053 5.32452 20.38451
H 17.05408 6.00387 21.26756
H 17.29434 6.60612 19.54796
H 16.83402 2.98059 20.74786
H 15.06121 3.07613 20.24033
H 15.02242 3.55431 22.79274
H 14.87990 5.21931 21.96531
H 16.53155 4.24784 23.72925
C 15.17346 4.62307 9.68478
N 14.16887 3.52147 9.61311
C 14.59020 2.45882 8.68691
C 14.00572 2.87442 10.94523
C 12.89950 4.21490 9.12937
C 11.74182 3.31752 8.91840
O 11.20466 3.06591 10.11375
H 14.74102 5.54908 10.05775
H 15.62340 4.81019 8.72058
H 15.89940 4.32721 10.43711
H 15.69531 2.26482 8.75059
H 14.28438 2.64740 7.68034
H 14.09551 1.53648 9.02212
H 13.33613 2.03867 10.73121
H 13.57610 3.50604 11.72419
H 15.05367 2.54964 11.15247
H 13.18549 4.78313 8.24927
H 12.68184 4.83691 9.99857
H 11.93226 2.42328 8.33067
H 11.09140 3.90158 8.29000
H 10.33056 2.62361 10.00435
C 7.66424 -1.00206 21.89750
N 6.44771 -1.06864 22.75763
C 5.91299 -2.53513 22.75057
C 6.89955 -0.75797 24.18443
C 5.29912 -0.16596 22.32097
C 4.50693 0.45506 23.34457
O 4.05620 -0.51100 24.30987
H 8.32426 -0.10105 22.04342
H 7.25011 -1.06000 20.89795
H 8.10377 -1.94710 22.08774
H 5.73016 -2.84220 21.73783
H 5.07380 -2.54959 23.42138
H 6.72506 -3.17274 23.18759
H 6.21158 -1.16283 24.92812
H 6.84300 0.32134 24.26996
H 7.94748 -1.07661 24.41962
H 4.69290 -0.84816 21.70518
H 5.64112 0.69503 21.73066
H 3.73871 0.99311 22.78212
H 4.99610 1.25369 23.84036
H 3.28834 -0.21783 24.83446
C 6.14436 8.58549 25.09895
C 4.91485 7.71621 24.93966
O 4.60667 6.74745 25.59036
O 4.11603 8.11852 23.92365
H 5.79161 9.45825 25.68040
H 6.55796 9.08701 24.22232
H 6.86256 7.97800 25.58761
*
```

Computed properties:
LUMO level = -8.62 eV
HOMO-LUMO gap = 0.77 eV
HOMO = -9.40 eV

---

[2]
# C40H112N10O11

A cluster of 11 separate species, C40H112N10O11 in total in a non-equilibrium geometry (ωB97M-V/def2-TZVPD, the OMol25 dataset).

```
! wB97M-V def2-TZVPD RIJCOSX def2/J DEFGRID3
* xyz 0 1
C -2.83284 -2.77817 -8.11669
C -2.64236 -2.34947 -6.66698
C -1.45944 -3.07450 -5.98851
O -1.48764 -2.69604 -4.61377
C -0.24460 -2.81253 -3.93921
N -2.40406 -0.89451 -6.63278
H -3.19692 -3.81349 -8.11464
H -1.93308 -2.88008 -8.73495
H -3.51839 -2.22446 -8.75636
H -3.53365 -2.57895 -6.08394
H -0.52334 -2.88958 -6.51787
H -1.66941 -4.15193 -5.95283
H 0.63820 -2.63688 -4.55869
H -0.13442 -3.80711 -3.50018
H -0.27351 -2.03161 -3.17590
H -1.63403 -0.65715 -7.25102
H -2.05118 -0.72232 -5.69191
C 2.74041 -3.82364 -1.93329
C 3.61813 -4.83465 -2.66577
C 3.56711 -4.69909 -4.17537
O 2.23024 -4.73285 -4.62092
C 2.07676 -4.75003 -6.02014
N 5.00007 -4.78034 -2.17218
H 1.67836 -3.89080 -2.17028
H 2.99323 -2.76384 -2.06847
H 2.92029 -3.96633 -0.86410
H 3.14838 -5.76102 -2.32036
H 4.18810 -5.45136 -4.66895
H 3.96061 -3.69456 -4.39449
H 2.74050 -4.05196 -6.53557
H 1.03627 -4.54250 -6.25650
H 2.27109 -5.75844 -6.40069
H 5.46097 -3.89148 -2.32843
H 4.93387 -4.88822 -1.16674
C 0.14100 -0.64877 -0.41670
C 0.03257 -0.09843 1.00557
C 1.06549 0.93793 1.32038
O 0.98796 1.54465 2.60012
C 1.01955 0.68730 3.73298
N -1.32715 0.42706 1.15522
H -0.04627 0.23424 -1.03703
H -0.62945 -1.39245 -0.61029
H 1.11575 -1.07566 -0.65992
H 0.18596 -0.95384 1.68554
H 1.05505 1.76268 0.60201
H 2.06563 0.49410 1.22663
H 0.10691 0.09629 3.63677
H 0.91675 1.25415 4.65595
H 1.91783 0.06580 3.76112
H -1.42397 0.69272 2.13811
H -2.05166 -0.30659 1.12380
C 4.81633 -0.87915 1.16888
C 5.64491 0.08728 0.30272
C 4.81916 0.67266 -0.88053
O 4.02839 -0.37863 -1.40337
C 3.22273 0.06845 -2.46856
N 6.21131 1.17766 1.10478
H 3.95217 -0.41901 1.65562
H 5.47069 -1.14687 2.00237
H 4.45993 -1.71736 0.57334
H 6.43900 -0.48557 -0.17854
H 5.52021 1.09929 -1.59866
H 4.17519 1.43435 -0.42592
H 2.46091 0.79245 -2.16780
H 2.70123 -0.82402 -2.83640
H 3.83222 0.34695 -3.33649
H 6.90036 0.72307 1.69894
H 5.53062 1.55228 1.75856
C -1.83267 -1.80114 4.15192
C -3.17923 -1.15439 3.82052
C -3.87596 -1.92801 2.71138
O -3.24369 -1.67254 1.46327
C -3.39440 -2.69207 0.51784
N -3.94300 -1.11750 5.09176
H -1.91988 -2.85867 4.40419
H -1.25364 -1.28241 4.91300
H -1.25961 -1.77999 3.21652
H -3.02916 -0.12255 3.48514
H -4.93517 -1.66753 2.65232
H -3.72982 -2.99074 2.92926
H -2.75758 -3.55264 0.78247
H -2.89768 -2.40742 -0.41218
H -4.39690 -3.07514 0.32695
H -4.85461 -0.69885 4.92397
H -3.41610 -0.45073 5.65408
C -5.79454 2.71945 -2.19235
C -5.09549 2.59023 -3.54003
C -4.57727 1.17290 -3.74161
O -3.60312 0.88923 -2.76038
C -3.12388 -0.42008 -2.95099
N -5.99302 2.94536 -4.63860
H -6.35384 3.64678 -2.07434
H -4.97087 2.64042 -1.48030
H -6.49094 1.89359 -2.03857
H -4.21879 3.25386 -3.55022
H -4.15623 1.08170 -4.75546
H -5.40949 0.45555 -3.77772
H -2.24141 -0.61991 -2.34369
H -2.84060 -0.60448 -3.98927
H -3.89872 -1.15813 -2.70809
H -5.46464 2.87714 -5.50357
H -6.28239 3.90657 -4.50559
C -0.35729 0.01352 7.81770
C -1.86421 0.17586 7.76913
C -2.33462 0.88380 9.04502
O -2.03626 0.05382 10.13524
C -2.82873 0.32559 11.26861
N -2.18257 1.00564 6.58302
H 0.06227 -0.50364 6.95362
H -0.10308 -0.54134 8.72117
H 0.12575 0.99244 7.89128
H -2.32764 -0.80035 7.62634
H -3.41167 1.08038 8.92301
H -1.94256 1.90666 9.12259
H -2.89563 1.40266 11.45162
H -2.49038 -0.21183 12.14890
H -3.87383 0.02637 11.11266
H -1.49724 1.75140 6.51298
H -3.07393 1.48427 6.69143
C 1.30417 -5.83660 1.61824
C 1.73012 -5.68321 3.06394
C 1.68277 -4.25752 3.60768
O 2.38966 -4.22723 4.82644
C 2.65003 -2.96698 5.36479
N 0.84661 -6.51906 3.88387
H 1.49861 -6.84204 1.24836
H 1.78073 -5.07290 0.99939
H 0.22199 -5.69200 1.58153
H 2.79278 -5.95551 3.13941
H 0.66426 -3.87067 3.71621
H 2.25725 -3.67860 2.87012
H 3.28805 -2.31853 4.75053
H 3.29650 -3.08837 6.23774
H 1.76488 -2.42986 5.71655
H 0.96868 -7.51042 3.75102
H 0.91122 -6.23852 4.85249
C 4.34841 6.66020 -4.11062
C 3.38699 5.47186 -4.10461
C 2.58578 5.24798 -2.81754
O 3.40962 4.54401 -1.91113
C 2.92957 4.54630 -0.58286
N 2.39972 5.70044 -5.16806
H 4.76839 6.83185 -5.09737
H 5.11278 6.44645 -3.35767
H 3.87867 7.56924 -3.72637
H 4.00651 4.58811 -4.31117
H 1.63121 4.73098 -2.93668
H 2.36697 6.27607 -2.49910
H 2.03265 3.90965 -0.54166
H 2.71967 5.53286 -0.17407
H 3.62556 3.96652 0.02324
H 1.82601 4.87351 -5.32085
H 2.89471 5.78522 -6.05299
C -1.32074 3.66312 -2.12420
C -1.48072 4.15019 -0.67927
C -2.29052 5.45553 -0.66477
O -1.78663 6.47680 -1.47648
C -2.15235 7.78563 -1.06225
N -2.11383 3.17109 0.16753
H -2.30729 3.33338 -2.46348
H -0.70639 2.75918 -2.18832
H -0.90949 4.39571 -2.82034
H -0.48329 4.38016 -0.29017
H -2.39618 5.75626 0.38575
H -3.31898 5.21280 -0.99137
H -2.10728 7.91964 0.02123
H -3.17863 7.96898 -1.39256
H -1.42405 8.43111 -1.54605
H -1.50481 2.38357 0.36608
H -2.94138 2.80740 -0.29377
O 1.74830 4.16579 2.63161
H 1.32317 3.27933 2.63930
H 1.86451 4.40296 3.55612
*
```

Computed properties:
SMILES = COC[C@H](C)N.COC[C@H](C)N.COC[C@H](C)N.COC[C@H](C)N.COC[C@H](C)N.COC[C@H](C)N.COC[C@H](C)N.COC[C@H](C)N.COC[C@H](C)N.COC[C@H](C)N.O
LUMO level = 0.50 eV
HOMO-LUMO gap = 8.88 eV
HOMO = -8.38 eV